# 1
{
  "formula": "C46H44BrN2OP2S2SiTi",
  "method": "the ωB97M-V functional and the def2-TZVPD basis",
  "multiplicity": 2,
  "homo_ev": [-7.106, -7.234],
  "total_charge": 0,
  "homo_lumo_gap_ev": [7.3838, 7.3916],
  "species": ["Ti", "S", "P", "C", "P", "S", "C", "C", "C", "C", "C", "C", "C", "C", "C", "C", "C", "C", "C", "C", "C", "C", "C", "C", "C", "C", "C", "C", "C", "C", "H", "H", "H", "H", "H", "H", "H", "H", "H", "H", "H", "H", "H", "H", "H", "H", "H", "H", "H", "H", "C", "Si", "C", "C", "N", "C", "C", "C", "C", "C", "C", "O", "C", "C", "C", "C", "C", "C", "H", "H", "H", "H", "H", "H", "H", "H", "H", "H", "H", "H", "H", "H", "H", "H", "H", "H", "C", "C", "C", "C", "C", "Br", "N", "C", "H", "H", "H", "H", "H", "H"],
  "coordinates": [[0.9623, -0.4990, -0.3717], [-0.4475, -2.3271, 1.0390], [-1.6093, -0.6669, 1.0462], [-0.6710, 0.6602, 0.6050], [0.3787, 1.4468, 1.6591], [2.2498, 0.6601, 1.4142], [0.4545, 3.2168, 1.2754], [1.2646, 4.0661, 2.0257], [1.3430, 5.4096, 1.7012], [0.6132, 5.9071, 0.6267], [-0.1921, 5.0622, -0.1210], [-0.2717, 3.7132, 0.2019], [-0.0054, 1.4273, 3.4391], [-1.0797, 2.1818, 3.9068], [-1.4138, 2.1579, 5.2503], [-0.6732, 1.3870, 6.1369], [0.3951, 0.6333, 5.6761], [0.7270, 0.6494, 4.3283], [-2.9550, -0.8808, -0.1582], [-3.5829, -2.1167, -0.2973], [-4.6658, -2.2537, -1.1492], [-5.1379, -1.1520, -1.8544], [-4.5172, 0.0793, -1.7157], [-3.4192, 0.2141, -0.8750], [-2.5586, -0.5650, 2.5990], [-2.1897, -1.2826, 3.7290], [-2.9376, -1.1774, 4.8938], [-4.0565, -0.3597, 4.9314], [-4.4263, 0.3637, 3.8049], [-3.6788, 0.2639, 2.6433], [1.8355, 3.6680, 2.8572], [1.9727, 6.0715, 2.2817], [0.6777, 6.9576, 0.3734], [-0.7553, 5.4509, -0.9601], [-0.8800, 3.0265, -0.3762], [-1.6494, 2.7914, 3.2146], [-2.2529, 2.7410, 5.6072], [-0.9327, 1.3738, 7.1879], [0.9739, 0.0332, 6.3667], [1.5641, 0.0704, 3.9594], [-3.2106, -2.9682, 0.2609], [-5.1466, -3.2167, -1.2637], [-5.9885, -1.2584, -2.5158], [-4.8729, 0.9352, -2.2751], [-2.9020, 1.1618, -0.7765], [-1.3202, -1.9270, 3.6873], [-2.6448, -1.7366, 5.7733], [-4.6427, -0.2836, 5.8385], [-5.3005, 1.0018, 3.8297], [-3.9715, 0.8189, 1.7597], [4.3461, 0.7702, -1.2325], [2.8996, 1.6378, -2.0650], [3.2629, 1.6778, -3.9127], [2.8896, 3.3845, -1.3870], [1.3929, 0.7622, -1.8282], [0.2991, 1.0153, -2.6490], [-0.0016, 2.2378, -3.2662], [-1.1279, 2.3900, -4.0590], [-2.0073, 1.3336, -4.2568], [-1.7467, 0.1160, -3.6467], [-0.6160, -0.0196, -2.8714], [-0.3265, -1.2122, -2.1915], [-0.4702, -2.3972, -2.9181], [-0.8803, -3.5285, -2.2391], [-0.9845, -4.7292, -2.9293], [-0.6944, -4.7937, -4.2833], [-0.2902, -3.6447, -4.9506], [-0.1721, -2.4429, -4.2727], [5.2344, 0.8852, -1.8588], [4.1883, -0.2968, -1.0822], [4.5558, 1.2133, -0.2594], [3.9498, 2.4911, -4.1560], [2.3640, 1.8062, -4.5162], [3.7386, 0.7424, -4.2156], [3.8427, 3.8673, -1.6189], [2.7860, 3.3545, -0.3004], [2.0908, 4.0151, -1.7767], [0.6614, 3.0782, -3.1126], [-1.3218, 3.3487, -4.5231], [-2.8912, 1.4558, -4.8681], [-2.4197, -0.7236, -3.7640], [-1.1041, -3.4598, -1.1845], [-1.3048, -5.6166, -2.3990], [-0.7834, -5.7304, -4.8173], [-0.0554, -3.6817, -6.0063], [0.1521, -1.5470, -4.7852], [3.9552, -3.9719, 2.7135], [3.7376, -3.5870, 1.2777], [4.4498, -4.1596, 0.2326], [4.2098, -3.7469, -1.0647], [3.2536, -2.7713, -1.2772], [2.9418, -2.2046, -3.0489], [2.5469, -2.2031, -0.3038], [2.8055, -2.6187, 0.9490], [4.5967, -4.8484, 2.7879], [3.0076, -4.1953, 3.2038], [4.4265, -3.1567, 3.2642], [5.1922, -4.9234, 0.4279], [4.7451, -4.1655, -1.9031], [2.2231, -2.1369, 1.7234]],
  "mulliken_charge": [-0.682, -0.836, 1.833, -1.389, 2.972, -0.921, 0.059, -0.596, -0.652, -0.516, -0.656, -0.119, 0.448, -0.355, -0.632, -0.619, -0.600, -0.610, 0.402, -0.753, -0.744, -0.601, -0.807, 0.260, 0.816, -0.172, -0.744, -0.534, -0.721, -0.623, 0.408, 0.406, 0.388, 0.443, 0.124, 0.402, 0.441, 0.390, 0.418, 0.292, 0.427, 0.432, 0.387, 0.419, 0.173, 0.365, 0.421, 0.416, 0.415, 0.374, -1.166, 0.322, -1.106, -1.044, 1.059, -0.639, -0.079, -1.103, -1.156, 0.033, 0.041, 1.618, -0.070, -0.142, -0.902, -0.700, -0.854, -0.198, 0.407, 0.214, 0.330, 0.373, 0.348, 0.270, 0.499, 0.144, 0.335, 0.349, 0.440, 0.436, 0.689, 0.058, 0.458, 0.411, 0.420, 0.551, -1.440, 0.174, -0.590, -0.870, 0.015, 0.014, 1.138, -0.822, 0.395, 0.335, 0.304, 0.406, 0.468, 0.377]
}

# 2
{
  "formula": "C46H44Cl7N6O6P2Rb",
  "method": "the ωB97M-V functional and the def2-TZVPD basis",
  "homo_ev": -2.255,
  "total_charge": -2,
  "homo_lumo_gap_ev": 5.8353,
  "species": ["Rb", "O", "N", "C", "C", "C", "C", "C", "C", "C", "P", "C", "C", "C", "C", "C", "C", "C", "C", "C", "C", "C", "C", "H", "H", "H", "H", "H", "H", "H", "H", "H", "H", "H", "H", "H", "H", "H", "H", "Cl", "C", "C", "C", "Cl", "C", "C", "C", "C", "N", "C", "C", "O", "H", "H", "H", "H", "O", "P", "N", "C", "C", "C", "C", "N", "C", "C", "C", "C", "N", "C", "C", "C", "C", "H", "H", "H", "H", "H", "H", "H", "H", "H", "H", "H", "H", "H", "H", "H", "H", "H", "H", "H", "H", "H", "H", "H", "H", "Cl", "C", "C", "C", "Cl", "C", "Cl", "C", "Cl", "C", "Cl", "O", "N", "O", "O"],
  "coordinates": [[-0.8866, -0.7969, 1.2672], [-0.3812, -1.5403, 4.0965], [0.1844, -0.3298, 3.7881], [1.4418, -0.3678, 3.6377], [2.1715, 0.8909, 3.3424], [1.5706, 2.0816, 3.7755], [2.1530, 3.3106, 3.5510], [3.3584, 3.3807, 2.8628], [3.9490, 2.2174, 2.4079], [3.3919, 0.9569, 2.6512], [4.2207, -0.5440, 1.9364], [4.2187, -0.0205, 0.1560], [5.1991, 0.7617, -0.4591], [5.0572, 1.1676, -1.7813], [3.9333, 0.8001, -2.5125], [2.9575, 0.0135, -1.9147], [3.1011, -0.3993, -0.5950], [5.9846, -0.2522, 2.4165], [6.9670, -0.9438, 1.6969], [8.3064, -0.8687, 2.0468], [8.6977, -0.1185, 3.1507], [7.7330, 0.5392, 3.8993], [6.3906, 0.4701, 3.5382], [-1.3418, -1.4357, 3.9263], [2.0038, -1.2944, 3.7135], [0.6110, 2.0118, 4.2737], [1.6561, 4.2168, 3.8785], [3.8215, 4.3392, 2.6581], [4.8687, 2.2866, 1.8383], [6.0834, 1.0686, 0.0873], [5.8271, 1.7833, -2.2337], [3.8212, 1.1279, -3.5398], [2.0703, -0.2856, -2.4618], [2.3326, -1.0200, -0.1392], [6.6685, -1.5405, 0.8403], [9.0483, -1.4022, 1.4634], [9.7439, -0.0529, 3.4251], [8.0245, 1.1144, 4.7706], [5.6515, 0.9890, 4.1353], [-4.0531, 3.1764, 2.9608], [-2.5485, 3.7591, 2.2877], [-2.3235, 5.1313, 2.2517], [-1.1640, 5.6386, 1.7213], [-0.9249, 7.3850, 1.7063], [-0.1816, 4.7787, 1.1815], [1.0241, 5.2221, 0.5878], [1.8969, 4.3121, 0.0659], [1.5770, 2.9423, 0.1317], [0.4752, 2.4918, 0.6806], [-0.4087, 3.3729, 1.2143], [-1.6235, 2.7872, 1.8135], [-1.8143, 1.5539, 1.8528], [-3.0746, 5.8039, 2.6439], [1.2363, 6.2831, 0.5570], [2.8295, 4.6276, -0.3876], [2.2549, 2.2007, -0.2862], [-0.8111, -0.8614, -1.1863], [-1.9136, -0.8892, -2.1659], [-2.8858, -2.2051, -1.9418], [-2.3804, -3.3275, -1.0930], [-3.2062, -4.5346, -1.5485], [-3.6053, -4.2009, -2.9893], [-3.8378, -2.6912, -2.9380], [-2.8012, 0.4969, -2.1979], [-4.1222, 0.7248, -2.7603], [-4.8579, 1.5177, -1.6720], [-3.7450, 2.2635, -0.8967], [-2.4136, 1.6884, -1.4200], [-1.2993, -0.9908, -3.7219], [-0.4363, -2.1232, -4.0589], [0.1804, -1.6730, -5.3767], [-1.0041, -0.9865, -6.0721], [-1.8004, -0.3291, -4.9261], [-2.5015, -3.1430, -0.0255], [-1.3120, -3.4851, -1.2450], [-4.0972, -4.6450, -0.9245], [-2.6235, -5.4528, -1.4781], [-4.4937, -4.7391, -3.3256], [-2.7815, -4.4322, -3.6699], [-4.8636, -2.4863, -2.6187], [-3.6809, -2.2139, -3.9090], [-4.6233, -0.2121, -3.0019], [-4.0473, 1.3194, -3.6816], [-5.3704, 0.8213, -1.0075], [-5.6014, 2.1926, -2.1000], [-3.8367, 2.0821, 0.1745], [-3.7832, 3.3419, -1.0545], [-1.7332, 1.4246, -0.6124], [-1.9085, 2.4122, -2.0725], [-1.0077, -3.0522, -4.2121], [0.2868, -2.2988, -3.2602], [0.5910, -2.5009, -5.9577], [0.9770, -0.9508, -5.1801], [-1.6195, -1.7375, -6.5728], [-0.6932, -0.2559, -6.8199], [-2.8764, -0.4589, -5.0791], [-1.6130, 0.7467, -4.8713], [-2.9941, -3.8612, 5.0709], [-3.8512, -3.4652, 3.5715], [-3.4493, -2.3350, 2.8866], [-4.2100, -2.0832, 1.7498], [-3.7808, -0.7095, 0.7495], [-5.3053, -2.8464, 1.3434], [-6.2934, -2.3844, -0.0185], [-5.6310, -3.9980, 2.0563], [-6.9392, -5.0140, 1.5406], [-4.8823, -4.3202, 3.1873], [-5.2683, -5.7623, 4.0811], [1.0864, -3.2194, -0.4670], [0.7417, -2.7961, 0.6646], [-0.2869, -3.2300, 1.2281], [1.4291, -1.9120, 1.2495]],
  "mulliken_charge": [0.488, -0.355, -0.029, -1.167, 0.678, -0.863, -0.419, -0.989, 0.326, 0.666, -0.026, 0.482, 0.012, -0.930, -0.475, -0.461, -0.694, 0.469, -0.498, -0.664, -0.425, -0.632, -0.472, 0.264, 0.507, 0.362, 0.378, 0.412, 0.301, 0.342, 0.348, 0.371, 0.526, 0.624, 0.420, 0.367, 0.358, 0.367, 0.373, -0.301, 0.543, -0.470, 0.697, -0.353, 0.277, -1.162, -0.861, -0.195, 0.872, -0.066, -0.784, -0.335, 0.443, 0.353, 0.507, -0.210, 0.075, -1.878, 1.497, 0.245, -0.648, -0.723, -0.597, 0.670, -0.434, -0.943, -0.112, 0.040, 0.709, -0.063, -0.700, -0.805, -0.398, -0.341, 0.042, 0.195, 0.409, 0.410, 0.206, 0.315, 0.080, 0.247, 0.288, 0.164, 0.464, -0.248, 0.611, -0.491, 0.274, -0.032, 0.049, 0.428, 0.193, 0.281, 0.434, 0.291, 0.329, -0.256, 0.929, -1.115, -0.201, 0.355, -0.110, -0.191, 0.426, -0.235, -0.331, -0.230, -0.711, 0.732, -0.573, -0.316]
}

ΔE to the lowest compared entry with this formula, charge and spin in kcal/mol, matching the order above: 0.0, 36.2